The following is a quantum chemistry calculation of the molecule C3H7N3S2 in a non-equilibrium geometry, from OMol25.

```
! RIJCOSX wB97M-V def2-TZVPD def2/J DEFGRID3
* xyz 0 1
H -1.169 1.783 -2.968
C 0.018 -0.049 -0.833
S -0.220 -0.929 -2.196
H 0.702 -2.661 3.252
H 0.587 1.741 -3.130
H 0.132 1.029 1.847
N 0.266 -0.816 2.720
C 0.174 -0.058 1.691
C -0.229 2.114 -2.540
H 0.259 -1.625 0.426
S -0.157 1.715 -0.777
N 0.298 -2.225 2.427
H -0.647 -2.556 2.334
H -0.143 3.175 -2.629
N 0.128 -0.639 0.376
*
```

For the electronic energy, the calculation gives -1079.1136 Eh. The calculation puts the HOMO-LUMO gap at 0.32361 Eh. The relative energy (zero: lowest compared OMol25 entry of this formula, charge and spin) comes out at 1.449 eV.

The following is a quantum chemistry calculation of the molecule C3H7N3S2 in a non-equilibrium geometry, from OMol25.

```
! RIJCOSX wB97M-V def2-TZVPD def2/J DEFGRID3
* xyz 0 1
H 3.169 -0.894 -1.055
H 2.820 -1.152 0.656
C 3.171 -0.404 -0.079
H 2.721 1.855 -0.119
S 0.180 -0.563 -0.053
C 2.314 0.852 -0.047
C -1.350 0.172 -0.073
H 5.133 -0.827 -0.086
H 4.771 0.239 1.104
N -2.415 -0.546 0.018
S -3.931 0.224 0.054
H -4.638 -0.900 0.239
H -1.424 1.266 0.004
N 1.064 0.886 -0.086
N 4.588 -0.036 0.130
*
```

For the electronic energy, the calculation gives -1079.0824 Eh. The calculation puts the HOMO-LUMO gap at 0.32700 Eh. The relative energy (zero: lowest compared OMol25 entry of this formula, charge and spin) comes out at 2.300 eV.

The following is a quantum chemistry calculation of a structure of composition C3H7N3Si in a non-equilibrium geometry, from OMol25.

```
! RIJCOSX wB97M-V def2-TZVPD def2/J DEFGRID3
* xyz 0 1
C 0.520 -0.826 2.074
H -0.097 2.396 -2.041
H 1.058 1.050 -2.201
H 0.292 -3.464 0.373
N -0.465 -1.579 -0.069
H 0.712 -0.060 2.803
H -1.776 2.020 -0.202
N -0.573 -0.420 0.468
N 0.861 -1.955 1.757
Si -0.482 1.185 -0.062
H 0.187 1.884 1.100
H -0.538 0.844 -2.653
C 0.239 -2.403 0.602
C 0.062 1.328 -1.949
*
```

For the electronic energy, the calculation gives -572.1696 Eh. The calculation puts the HOMO-LUMO gap at 0.35582 Eh. The relative energy (zero: lowest compared OMol25 entry of this formula, charge and spin) comes out at 2.967 eV.

The following is a quantum chemistry calculation of the ion C3H7N4 with charge +1 in a non-equilibrium geometry, from OMol25.

```
! RIJCOSX wB97M-V def2-TZVPD def2/J DEFGRID3
* xyz 1 1
H -2.417 -0.597 -0.833
C -1.120 0.335 0.847
H -1.255 -0.652 -2.190
H 2.718 0.219 -0.888
H -1.875 1.591 2.038
N -1.283 1.515 1.270
H 3.633 -0.600 1.067
H -1.011 2.342 0.815
N 2.588 -0.420 1.008
N -0.385 -0.203 -0.238
C -1.372 -0.928 -1.088
C 2.094 -0.168 -0.060
H -1.146 -2.027 -1.256
N 0.831 -0.407 -0.492
*
```

For the electronic energy, the calculation gives -337.0740 Eh. The calculation puts the HOMO-LUMO gap (spin up / spin down) at 0.30160 / 0.30138 Eh. The relative energy (zero: lowest compared OMol25 entry of this formula, charge and spin) comes out at 6.265 eV.

The following is a quantum chemistry calculation of the ion C3H7N4 with charge +1 in a non-equilibrium geometry, from OMol25.

```
! RIJCOSX wB97M-V def2-TZVPD def2/J DEFGRID3
* xyz 1 1
H 1.417 0.865 -1.179
N -0.582 1.596 -0.991
N -0.452 0.005 1.144
H -1.583 1.444 -1.047
N 0.338 -2.042 1.622
C 0.131 -0.479 0.035
H -0.686 1.951 -0.035
C 0.779 -1.745 0.447
N -0.390 -0.996 2.028
H 1.402 -2.306 -0.223
H -0.880 -0.949 2.998
H -0.169 2.369 -1.551
H 0.272 -0.179 -2.083
C 0.402 0.467 -1.164
*
```

For the electronic energy, the calculation gives -337.2306 Eh. The calculation puts the HOMO-LUMO gap at 0.37656 Eh. The relative energy (zero: lowest compared OMol25 entry of this formula, charge and spin) comes out at 2.004 eV.

The following is a quantum chemistry calculation of the ion C3H7N4 with charge +1 in a non-equilibrium geometry, from OMol25.

```
! RIJCOSX wB97M-V def2-TZVPD def2/J DEFGRID3
* xyz 1 1
N 0.627 1.058 1.181
H 1.145 1.991 0.821
N -0.526 -1.114 1.119
H -0.063 -1.975 1.054
C -0.131 -0.076 0.268
N -1.503 0.338 -0.353
H -1.587 -1.085 1.174
C 0.695 -0.352 -0.962
H 1.726 -0.586 -1.107
N -1.405 0.185 -1.551
C -0.140 -0.140 -1.992
H -0.141 1.508 1.754
H 0.061 -0.098 -2.967
H 1.242 0.348 1.562
*
```

For the electronic energy, the calculation gives -337.1734 Eh. The calculation puts the HOMO-LUMO gap at 0.34404 Eh. The relative energy (zero: lowest compared OMol25 entry of this formula, charge and spin) comes out at 3.561 eV.

The following is a quantum chemistry calculation of a cluster of 2 separate species, C3H7N4O in total in a non-equilibrium geometry, from OMol25.

```
! RIJCOSX wB97M-V def2-TZVPD def2/J DEFGRID3
* xyz 1 1
N 1.469 1.537 -0.691
N 0.733 -0.853 0.222
H -1.242 -0.336 0.172
N -0.196 0.012 0.334
C 1.838 -1.102 -0.117
H 3.412 -1.912 -0.806
H 1.884 2.458 1.274
O 2.971 -1.614 0.015
H -3.321 -0.049 0.133
H -2.880 -1.583 0.508
C 0.150 1.370 -0.028
C 1.363 1.986 0.478
N -2.663 -0.789 -0.086
H -2.814 -1.066 -1.050
H -0.704 1.942 -0.359
*
```

For the electronic energy, the calculation gives -412.3654 Eh. The calculation puts the HOMO-LUMO gap at 0.33934 Eh. The relative energy (zero: lowest compared OMol25 entry of this formula, charge and spin) comes out at 4.944 eV.

The following is a quantum chemistry calculation of a cluster of 2 separate species, C3H7N4O in total in a non-equilibrium geometry, from OMol25.

```
! RIJCOSX wB97M-V def2-TZVPD def2/J DEFGRID3
* xyz 1 1
O 0.187 -0.047 1.451
N 0.320 -0.446 -0.765
C -2.349 1.760 0.739
C 0.980 -0.430 0.494
H -1.246 0.225 1.298
H -2.813 -0.220 0.534
N -2.172 0.527 0.791
C 1.355 -1.112 -2.820
H -3.283 2.222 0.532
H -1.604 2.421 1.268
N 0.929 -0.891 -1.729
H 1.790 -1.434 -3.704
H 2.903 -0.773 -0.185
H 2.778 -0.954 1.493
N 2.224 -0.850 0.602
*
```

For the electronic energy, the calculation gives -412.4261 Eh. The calculation puts the HOMO-LUMO gap at 0.33455 Eh. The relative energy (zero: lowest compared OMol25 entry of this formula, charge and spin) comes out at 3.291 eV.

The following is a quantum chemistry calculation of a structure of composition C3H7N5 in a non-equilibrium geometry, from OMol25.

```
! RIJCOSX wB97M-V def2-TZVPD def2/J DEFGRID3
* xyz 0 1
H -3.954 -0.595 0.328
N -3.729 0.653 -0.020
C 0.629 -0.267 -0.147
N 1.821 -0.779 0.144
H 3.868 1.758 0.036
N -0.495 -0.943 -0.117
C 3.103 0.023 0.157
N 3.055 1.207 -0.212
H 0.651 0.918 0.170
H 2.026 -1.870 0.097
H -2.651 -1.519 -0.302
N -2.242 0.655 0.056
H 3.881 -0.589 0.561
H -4.072 1.329 0.763
C -1.834 -0.586 -0.112
*
```

For the electronic energy, the calculation gives -392.1248 Eh. The calculation puts the HOMO-LUMO gap at 0.30671 Eh. The relative energy (zero: lowest compared OMol25 entry of this formula, charge and spin) comes out at 4.740 eV.

The following is a quantum chemistry calculation of the molecule C3H7N5 in a non-equilibrium geometry, from OMol25.

```
! RIJCOSX wB97M-V def2-TZVPD def2/J DEFGRID3
* xyz 0 1
H -1.655 -2.550 0.338
H 0.227 1.983 -1.821
C -0.536 -1.363 -0.608
N -1.277 0.727 1.202
H 1.408 2.306 -0.549
N 0.630 -0.399 1.875
H 1.575 -0.561 1.563
H 0.572 0.104 2.751
N 0.932 1.661 -1.165
N -1.492 -2.152 -0.591
N 0.697 0.455 -0.567
H 0.694 -0.731 -2.344
C -0.223 0.081 0.906
H -1.807 0.997 0.377
C 0.255 -0.556 -1.368
*
```

For the electronic energy, the calculation gives -392.1236 Eh. The calculation puts the HOMO-LUMO gap (spin up / spin down) at 0.26806 / 0.26808 Eh. The relative energy (zero: lowest compared OMol25 entry of this formula, charge and spin) comes out at 4.775 eV.

The following is a quantum chemistry calculation of a cluster of 2 separate species, C3H7N5 in total in a non-equilibrium geometry, from OMol25.

```
! RIJCOSX wB97M-V def2-TZVPD def2/J DEFGRID3
* xyz 0 1
C -1.395 -1.107 -0.557
H -2.030 -0.530 0.117
H -0.608 -0.304 -2.895
H -1.043 -1.989 -0.023
N 0.734 -0.232 1.246
H -0.249 -0.337 1.958
H 1.627 1.348 -1.352
C -0.234 -0.271 -1.011
N -0.158 0.689 3.296
H -1.990 -1.432 -1.412
N 0.036 0.071 -2.200
N 0.756 1.183 2.853
N 1.569 1.187 -0.360
C 0.720 0.216 0.052
H 2.265 1.508 0.289
*
```

For the electronic energy, the calculation gives -392.2421 Eh. The calculation puts the HOMO-LUMO gap at 0.34201 Eh. The relative energy (zero: lowest compared OMol25 entry of this formula, charge and spin) comes out at 1.550 eV.

The following is a quantum chemistry calculation of the molecule C3H7NO, from OMol25.

```
! RIJCOSX wB97M-V def2-TZVPD def2/J DEFGRID3
* xyz 0 1
C 1.669 0.499 1.026
O -1.000 -1.077 -0.754
H -1.532 0.471 -2.035
H 0.568 -1.743 0.305
C 0.134 -0.817 -0.091
N 0.589 0.346 0.081
H 1.898 -0.427 1.576
H 1.355 1.258 1.750
H -2.834 -0.276 -1.041
C -1.798 0.066 -1.054
H -1.632 0.841 -0.301
H 2.582 0.858 0.540
*
```

For the electronic energy, the calculation gives -248.4696 Eh. The calculation puts the HOMO-LUMO gap at 0.39552 Eh. The relative energy (zero: lowest compared OMol25 entry of this formula, charge and spin) comes out at 1.549 eV.

The following is a quantum chemistry calculation of the molecule C3H7NO in a non-equilibrium geometry, from OMol25.

```
! RIJCOSX wB97M-V def2-TZVPD def2/J DEFGRID3
* xyz 0 1
C -1.657 1.002 0.041
H 1.755 -1.617 0.814
H -1.917 1.610 -0.818
O -0.563 -0.588 -1.523
H 2.532 -0.039 1.015
H 2.198 -0.661 -0.606
H -1.523 1.732 0.878
N 0.504 0.087 0.422
C 1.803 -0.593 0.417
H 0.044 0.734 1.056
H -2.503 0.382 0.345
C -0.492 0.038 -0.486
*
```

For the electronic energy, the calculation gives -248.4894 Eh. The calculation puts the HOMO-LUMO gap at 0.39068 Eh. The relative energy (zero: lowest compared OMol25 entry of this formula, charge and spin) comes out at 1.009 eV.

The following is a quantum chemistry calculation of a cluster of 2 separate species, C3H7NO in total in a non-equilibrium geometry, from OMol25.

```
! RIJCOSX wB97M-V def2-TZVPD def2/J DEFGRID3
* xyz 0 1
H -0.787 -1.179 -1.077
C 1.453 0.397 -0.132
H -1.630 1.041 0.711
H 0.298 0.526 -1.083
C 0.486 -0.612 0.601
H 1.356 1.392 0.355
H 0.238 -0.306 1.618
C -0.619 -0.376 -0.364
O 2.526 0.006 -0.611
H -2.475 0.447 -0.623
H 0.908 -1.611 0.541
N -1.754 0.276 0.063
*
```

For the electronic energy, the calculation gives -248.3959 Eh. The calculation puts the HOMO-LUMO gap at 0.35207 Eh. The relative energy (zero: lowest compared OMol25 entry of this formula, charge and spin) comes out at 3.553 eV.

The following is a quantum chemistry calculation of the molecule C3H7NO in a non-equilibrium geometry, from OMol25.

```
! RIJCOSX wB97M-V def2-TZVPD def2/J DEFGRID3
* xyz 0 1
N -1.166 -0.858 -0.386
C 0.206 0.538 0.857
H 1.083 1.679 -0.898
C -0.241 -0.857 0.631
O 0.310 -1.871 1.009
H -1.199 -1.666 -0.967
C 0.643 0.707 -0.890
H -0.577 1.279 1.043
H -1.909 -0.186 -0.403
H -0.083 0.689 -1.758
H 0.894 0.594 1.749
H 1.338 -0.104 -1.157
*
```

For the electronic energy, the calculation gives -248.4463 Eh. The calculation puts the HOMO-LUMO gap at 0.38023 Eh. The relative energy (zero: lowest compared OMol25 entry of this formula, charge and spin) comes out at 2.181 eV.

The following is a quantum chemistry calculation of a cluster of 2 separate species, C3H7NO in total in a non-equilibrium geometry, from OMol25.

```
! RIJCOSX wB97M-V def2-TZVPD def2/J DEFGRID3
* xyz 0 1
H 2.775 0.567 -1.167
C -1.678 -0.505 -0.080
H 1.192 0.766 0.629
H -1.989 1.480 0.236
O -0.626 -0.654 0.818
N 2.870 -0.077 -0.380
C 2.098 0.165 0.592
H -0.113 -1.291 0.325
H -2.017 -1.452 -0.494
H -2.580 0.830 -1.458
H 2.253 -0.502 1.446
C -2.183 0.674 -0.467
*
```

For the electronic energy, the calculation gives -248.4069 Eh. The calculation puts the HOMO-LUMO gap at 0.37669 Eh. The relative energy (zero: lowest compared OMol25 entry of this formula, charge and spin) comes out at 3.254 eV.

The following is a quantum chemistry calculation of a cluster of 2 separate species, C3H7NO in total in a non-equilibrium geometry, from OMol25.

```
! RIJCOSX wB97M-V def2-TZVPD def2/J DEFGRID3
* xyz 0 1
C 2.177 -0.077 0.597
C -2.135 -0.643 -0.283
H -3.199 -0.703 -0.519
H -1.976 0.155 0.449
H -1.801 -1.600 0.127
H 2.860 0.766 0.727
H -1.574 -0.423 -1.196
H 2.586 -0.800 -0.109
O 0.944 0.388 0.003
C 0.341 1.313 0.674
H 1.965 -0.547 1.562
N -0.215 2.149 1.258
*
```

For the electronic energy, the calculation gives -248.4479 Eh. The calculation puts the HOMO-LUMO gap at 0.42565 Eh. The relative energy (zero: lowest compared OMol25 entry of this formula, charge and spin) comes out at 2.139 eV.

The following is a quantum chemistry calculation of the molecule C3H7NO in a non-equilibrium geometry, from OMol25.

```
! RIJCOSX wB97M-V def2-TZVPD def2/J DEFGRID3
* xyz 0 1
H 0.123 -0.675 -1.690
C -0.323 0.004 0.264
H 2.324 -0.397 2.026
H 1.487 0.786 -0.294
H 0.918 0.616 2.412
O -1.894 -0.317 -1.498
N 1.112 0.098 0.340
H -0.633 -0.796 0.943
H 2.386 1.227 1.643
H -0.894 0.888 0.567
C 1.668 0.399 1.647
C -0.756 -0.354 -1.156
*
```

For the electronic energy, the calculation gives -248.4612 Eh. The calculation puts the HOMO-LUMO gap at 0.37518 Eh. The relative energy (zero: lowest compared OMol25 entry of this formula, charge and spin) comes out at 1.778 eV.

The following is a quantum chemistry calculation of the molecule C3H7NO in a non-equilibrium geometry, from OMol25.

```
! RIJCOSX wB97M-V def2-TZVPD def2/J DEFGRID3
* xyz 0 1
C 1.252 -0.593 -0.036
C -1.258 0.146 0.419
N -0.572 0.971 -0.567
H 1.954 -0.589 -0.888
H 1.322 -1.579 0.433
H 1.183 1.204 0.579
O 1.582 0.381 0.922
H -0.958 -1.120 -0.549
H -1.199 1.195 -1.337
H -0.934 0.291 1.444
H -2.339 0.030 0.285
C -0.035 -0.337 -0.704
*
```

For the electronic energy, the calculation gives -248.3648 Eh. The calculation puts the HOMO-LUMO gap at 0.36574 Eh. The relative energy (zero: lowest compared OMol25 entry of this formula, charge and spin) comes out at 4.399 eV.

The following is a quantum chemistry calculation of a cluster of 2 separate species, C3H7NO in total in a non-equilibrium geometry, from OMol25.

```
! RIJCOSX wB97M-V def2-TZVPD def2/J DEFGRID3
* xyz 0 1
H 4.106 1.025 -0.613
H -2.176 -0.692 -0.702
H -1.511 -1.634 2.163
H 5.055 0.275 -1.514
H -1.104 1.185 -1.286
C -1.928 -1.659 1.165
C -0.714 1.285 -0.265
H 0.174 1.894 -0.145
N -1.031 0.477 0.653
O 4.118 0.397 -1.341
H -1.968 -2.671 0.776
C -1.846 -0.623 0.335
*
```

For the electronic energy, the calculation gives -248.4263 Eh. The calculation puts the HOMO-LUMO gap at 0.36711 Eh. The relative energy (zero: lowest compared OMol25 entry of this formula, charge and spin) comes out at 2.725 eV.